# 1
7 unconnected molecules or ions with the total composition C42H126N21O7P7 at a distorted geometry. Source: OMol25; level of theory: the ωB97M-V functional and the def2-TZVPD basis.

Summary:
LUMO energy   0.30 eV
Calculated total energy   -156254.4796 eV
Frontier orbital gap   8.44 eV
Energy above the lowest of the compared OMol25 structures with the same formula, charge and spin   0.0 kcal per mole

```
! RIJCOSX wB97M-V def2-TZVPD def2/J DEFGRID3
* xyz 0 1
P -1.2604 -13.6859 9.7337
P 5.5063 -12.8612 8.1333
P 2.8749 -7.2926 6.4172
P 4.6080 -8.6247 12.9795
P 9.0501 -13.2846 1.4860
P 10.9477 -11.0227 10.2067
P 3.1472 -18.7204 11.6880
O 12.3499 -11.4637 10.1202
O 2.8071 -17.8622 10.5346
O 5.2656 -7.8593 14.0461
O 6.1610 -11.6490 8.6608
O 3.9825 -6.9581 7.3216
O -2.4529 -13.2115 10.4489
O 8.3790 -12.9495 0.2208
N -1.6994 -14.4467 8.3233
N 1.9746 -18.8751 12.8599
N 10.1882 -10.7213 8.7680
N 2.9524 -8.4240 12.9720
N 4.4418 -18.1269 12.5273
N 10.7948 -9.6497 11.1152
N 2.7455 -6.1892 5.1764
N 8.4426 -14.7004 2.1005
N 3.9984 -12.5380 7.5082
N 3.6308 -20.2529 11.2731
N -0.3059 -14.7385 10.5912
N 6.2915 -13.6422 6.9079
N 10.6768 -13.5498 1.4014
N 9.9708 -12.1494 10.9321
N 1.3848 -7.4141 7.0941
N 5.2474 -14.0264 9.2865
N 8.8789 -12.0574 2.5831
N 3.1921 -8.7914 5.7072
N 5.0890 -8.2040 11.4456
N -0.1885 -12.5140 9.2334
N 4.8684 -10.2665 13.0518
C 11.7005 -8.5545 10.7323
C -3.1112 -14.7676 8.1545
C 10.4058 -12.7265 12.1948
C 5.2023 -13.6296 10.6782
C -0.7734 -15.1578 7.4716
C 9.5235 -12.0268 3.8963
C 6.3616 -12.9478 5.6296
C 7.6269 -11.2990 2.5091
C 9.3352 -9.5847 8.4905
C 1.9581 -6.4578 3.9933
C 2.2961 -7.8948 14.1488
C 3.9038 -5.3078 4.9968
C 10.2543 -11.7499 7.7375
C 0.4235 -11.6939 10.2843
C 2.3028 -19.5774 14.0946
C 5.4009 -6.8102 11.2317
C 4.5604 -9.1770 5.4138
C 4.5002 -21.0939 12.0845
C 2.7927 -20.9979 10.3464
C 0.5706 -19.0250 12.4981
C 7.3149 -15.3837 1.4791
C -0.5235 -11.8181 8.0027
C 2.1310 -9.5749 5.0564
C 2.1209 -9.1069 11.9897
C 9.6001 -9.3390 11.8893
C 1.0972 -8.5132 8.0153
C 4.1942 -16.9473 13.3570
C 3.2209 -11.4421 8.0204
C 8.5797 -12.3147 10.5598
C 1.1388 -14.9389 10.4161
C 11.7063 -12.5338 1.6290
C 0.2572 -6.5812 6.7545
C -0.9702 -15.9364 11.0717
C 11.1085 -14.6910 0.6123
C 6.2333 -10.6528 12.7064
C 7.5044 -14.3910 7.2184
C 4.9168 -15.4019 8.9555
C 9.0136 -15.3235 3.2731
C 3.2761 -13.4837 6.6789
C 4.8138 -8.9484 10.2318
C 5.7597 -18.1967 11.9035
C 4.1286 -11.1682 13.9146
H 9.8433 -15.9985 3.0281
H -0.0755 -18.7620 13.3361
H 2.4290 -7.1387 3.2758
H 5.7731 -15.9946 8.6183
H 8.2318 -15.8634 3.8101
H 3.3257 -21.8850 10.0032
H 1.7897 -5.5070 3.4728
H 1.8672 -21.3462 10.8238
H 7.0993 -12.1373 5.6733
H 10.7830 -15.6487 1.0253
H 3.9368 -14.0877 6.0642
H 6.7408 -11.9388 2.4795
H -0.1951 -6.1326 7.6412
H -0.6870 -16.2203 7.7340
H 0.9072 -8.1784 9.0382
H 6.0436 -12.9798 10.9111
H 0.2170 -9.0224 7.6179
H 8.1915 -11.3250 10.3335
H 4.1263 -15.4731 8.2079
H 1.2157 -7.8820 14.0223
H 3.7437 -4.7093 4.1001
H 6.5053 -18.6007 12.5927
H 1.6746 -19.2040 14.9022
H -0.3727 -11.2662 10.9202
H 9.2484 -11.9286 7.3425
H 10.7420 -14.6068 -0.4161
H 11.5193 -7.7095 11.3982
H 2.5624 -10.0402 11.6391
H 8.9417 -12.5470 4.6551
H 9.8590 -8.6350 8.3467
H 0.1761 -11.0052 7.8207
H 12.5072 -12.9976 2.2133
H 8.6322 -9.4286 9.3089
H 3.7833 -10.5051 8.0192
H 7.5782 -15.2963 6.6070
H 2.4866 -10.1792 4.2277
H 8.7522 -9.8004 7.5966
H 3.3416 -19.3800 14.3626
H 7.5374 -10.6342 3.3692
H 9.7444 -10.9760 4.1072
H 10.1296 -13.7807 12.2254
H -1.1635 -15.1576 6.4478
H 1.9179 -8.4398 11.1420
H 2.9356 -11.5846 9.0761
H 6.6089 -13.6565 4.8385
H 2.2672 -11.2947 7.5197
H 5.1077 -21.6903 11.3956
H -0.4241 -12.4825 7.1407
H 3.0640 -10.9394 13.8210
H 4.8235 -5.8776 4.8352
H 0.3555 -20.0546 12.1842
H -3.2884 -15.1935 7.1601
H 0.3036 -18.3843 11.6593
H 0.9521 -12.3227 10.9931
H 5.6973 -18.7532 10.9716
H 8.3833 -13.7923 6.9615
H 9.7377 -8.4050 12.4274
H 2.5386 -20.3829 9.4844
H 11.5260 -8.2368 9.7015
H 0.9669 -10.8465 9.8818
H 8.4849 -12.9753 9.6950
H 10.0139 -12.1754 13.0613
H 10.5227 -12.4628 3.8719
H 1.9631 -9.1730 8.0323
H 1.1274 -9.3069 12.3970
H 1.4223 -8.8311 4.6920
H 10.8689 -11.4130 6.8929
H 4.2846 -13.1095 10.9751
H 0.9415 -6.7698 4.2345
H -0.5400 -16.2605 12.0218
H 4.8688 -10.0150 10.4502
H 4.3862 -11.0133 14.9687
H 12.1538 -12.2310 0.6771
H 8.7182 -9.1830 11.2508
H 6.2814 -6.6789 10.5901
H 5.1406 -16.6868 13.8401
H 4.4954 -15.8914 9.8321
H 1.3709 -15.1593 9.3692
H -1.5373 -11.4010 7.9513
H -1.9959 -15.6902 11.3586
H 7.6702 -10.6528 1.6328
H 2.6261 -14.1495 7.2636
H 6.0988 -17.1848 11.6456
H 12.1969 -14.7357 0.5740
H 2.5026 -8.4725 15.0611
H 6.7988 -14.6597 0.8531
H -3.7443 -13.8791 8.0967
H 6.2915 -11.6772 12.3393
H 4.5938 -10.1095 4.8464
H 10.6752 -12.6699 8.1380
H 5.6052 -6.2840 12.1616
H 2.6054 -12.9183 6.0216
H 1.4392 -15.8377 10.9564
H 3.9413 -21.8309 12.6768
H 5.1354 -20.5115 12.7406
H 5.6027 -8.7873 9.4917
H 1.7125 -14.1004 10.7963
H 2.2270 -20.6647 13.9790
H 6.8833 -10.5979 13.5903
H 8.0180 -12.7552 11.3812
H 11.4887 -12.6307 12.2795
H 5.3841 -14.4968 11.3152
H 9.4260 -14.5949 3.9693
H 4.0351 -4.6631 5.8606
H 4.5955 -6.2704 10.7108
H 5.0891 -8.4183 4.8256
H -0.9061 -16.7171 10.3076
H 7.6424 -16.2119 0.8384
H 5.4034 -12.4572 5.4616
H 1.6047 -10.1767 5.8054
H 9.3591 -10.1765 12.5393
H 0.5876 -5.7730 6.1065
H -0.4999 -7.1565 6.2035
H 5.1813 -9.3954 6.2897
H 6.6168 -10.0312 11.9034
H 3.9108 -16.1070 12.7172
H 4.3031 -12.1909 13.5850
H 3.5049 -17.1689 14.1655
H 3.8627 -8.6521 9.7794
H 0.1970 -14.6650 7.4312
H 12.7372 -8.8509 10.8746
H 6.6531 -15.8071 2.2366
H -3.4931 -15.4610 8.9039
H 2.6387 -6.8842 14.3783
H 7.4637 -14.6639 8.2703
H 11.3092 -11.6709 2.1443
*
```

Results of the Löwdin charge analysis, in e, for atoms 1 through 99: 0.48, 0.51, 0.49, 0.49, 0.47, 0.46, 0.49, -0.28, -0.28, -0.27, -0.26, -0.27, -0.27, -0.28, -0.30, -0.30, -0.29, -0.29, -0.32, -0.28, -0.31, -0.30, -0.27, -0.31, -0.29, -0.29, -0.30, -0.30, -0.29, -0.27, -0.29, -0.28, -0.30, -0.27, -0.29, -0.09, -0.11, -0.11, -0.10, -0.12, -0.13, -0.11, -0.10, -0.09, -0.13, -0.12, -0.10, -0.11, -0.11, -0.12, -0.11, -0.11, -0.12, -0.10, -0.11, -0.10, -0.11, -0.09, -0.12, -0.09, -0.09, -0.09, -0.11, -0.11, -0.09, -0.10, -0.11, -0.12, -0.10, -0.11, -0.10, -0.09, -0.11, -0.11, -0.12, -0.11, -0.09, 0.08, 0.09, 0.09, 0.07, 0.08, 0.08, 0.09, 0.08, 0.07, 0.07, 0.07, 0.08, 0.09, 0.09, 0.08, 0.02, 0.07, 0.05, 0.07, 0.08, 0.08, 0.08

---

# 2
A molecular structure, C33H34MoN6S4 at a distorted geometry. Source: OMol25; level of theory: the ωB97M-V functional and the def2-TZVPD basis.

Summary:
LUMO energy (spin up / spin down)   -12.86 / -12.86 eV
Calculated total energy   -88874.5443 eV
Frontier orbital gap (spin up / spin down)   4.95 / 4.95 eV

```
! RIJCOSX wB97M-V def2-TZVPD def2/J DEFGRID3
* xyz 4 1
Mo -0.3054 0.1482 0.2722
S 1.0349 -2.0051 -0.2334
S 0.1860 -0.2720 2.7739
S 2.2298 0.7380 0.5952
S -1.7963 -1.9381 1.0802
N -9.2786 3.6288 4.9656
N -2.3483 0.7844 0.2095
N -4.2976 1.5750 0.8675
N -0.9264 -0.6571 -1.7337
N -0.2149 2.2395 1.1956
N 0.2859 1.5460 -1.2760
C -7.0533 3.6059 2.2690
C 1.9554 -0.5232 3.0722
C -3.1169 1.1018 1.2588
C 3.2525 -0.4822 -0.2528
C -0.1883 -0.8324 -4.0111
C -0.6261 2.6184 2.4181
C -0.5617 -1.7304 3.5481
C -0.9329 -3.5050 0.7555
C -0.1913 -0.2036 -2.7778
C -8.4380 3.2848 4.2651
C 1.2094 3.6445 -1.9162
C -6.0306 3.1878 1.4323
C -1.0104 -1.9308 -4.2209
C 0.3116 3.2096 0.4028
C 1.0486 1.8691 -3.5109
C 2.6670 0.6036 2.3483
C -4.3058 1.5975 -0.5083
C -1.8509 -2.3241 -3.1929
C 0.5747 -3.3973 0.8202
C 1.4454 3.1588 -3.1908
C -1.8991 -1.9452 2.8859
C -6.7149 1.6606 3.6719
C 0.6258 2.8094 -0.9727
C 2.8294 -1.9104 0.0198
C 0.4815 4.5139 0.8393
C 0.0788 4.8736 2.1158
C -0.5058 3.9030 2.9102
C -5.7000 1.2315 2.8346
C -3.1067 1.1099 -0.9077
C -5.3674 2.0099 1.7347
C -7.3888 2.8500 3.3892
C 0.4560 1.0886 -2.5324
C -1.7733 -1.6700 -1.9765
H 2.2508 -1.5158 2.7399
H 1.9071 3.7909 -3.9384
H -2.3539 -2.8889 3.1944
H 3.1543 -0.2329 -1.3120
H 0.2054 5.8890 2.4679
H 0.9668 -3.2610 1.8243
H -2.6113 -1.1608 3.1450
H -5.7532 3.7858 0.5747
H 3.2993 -2.5904 -0.6930
H 3.0878 -2.2485 1.0212
H -2.4530 -1.9465 -1.1842
H -7.0084 1.0737 4.5309
H 0.4202 -0.4538 -4.8192
H -1.0600 1.8637 3.0498
H -2.5692 -3.1221 -3.3215
H 0.1039 -2.5848 3.4564
H -7.5886 4.5216 2.0596
H 1.1732 1.5022 -4.5189
H 1.0379 -4.2904 0.3949
H 2.3882 1.5700 2.7731
H 1.4829 4.6594 -1.6709
H -2.8645 0.9965 2.2986
H -0.6807 -1.5147 4.6117
H -2.7428 0.9931 -1.9115
H 0.9066 5.2593 0.1849
H 2.1317 -0.4528 4.1474
H -5.2147 0.2805 3.0136
H -1.3166 -4.2498 1.4553
H -0.8628 4.1220 3.9071
H -1.0266 -2.4345 -5.1787
H 3.7533 0.5268 2.4218
H -1.2485 -3.8188 -0.2400
H 4.2933 -0.2955 0.0194
H -5.1677 1.9276 -1.0626
*
```

Atom-resolved charges from Löwdin, all expressed in e: 1.14, 0.94, 0.92, 0.96, 0.92, 0.23, -0.15, 0.02, -0.11, -0.06, -0.04, 0.03, -0.41, -0.15, -0.43, 0.06, -0.16, -0.40, -0.42, -0.21, -0.15, 0.06, 0.01, 0.04, -0.22, 0.06, -0.42, 0.03, 0.02, -0.42, 0.05, -0.44, 0.02, -0.22, -0.41, 0.06, 0.04, 0.02, 0.00, -0.08, -0.19, -0.19, -0.19, -0.16, 0.07, 0.15, 0.12, 0.10, 0.15, 0.07, 0.08, 0.13, 0.12, 0.09, 0.07, 0.14, 0.14, 0.06, 0.14, 0.09, 0.14, 0.14, 0.13, 0.10, 0.13, 0.13, 0.12, 0.11, 0.13, 0.13, 0.11, 0.12, 0.14, 0.15, 0.12, 0.09, 0.12, 0.15

---

# 3
A molecular structure, C27H40N2OP2Tc at a distorted geometry. Source: OMol25; level of theory: the ωB97M-V functional and the def2-TZVPD basis.

Summary:
LUMO energy (spin up / spin down)   0.49 / -0.08 eV
Calculated total energy   -54447.5098 eV
Frontier orbital gap (spin up / spin down)   5.95 / 5.79 eV

```
! RIJCOSX wB97M-V def2-TZVPD def2/J DEFGRID3
* xyz 0 4
Tc 0.1730 -0.3173 0.3811
P 2.3800 0.5961 0.2133
P -2.5339 -0.8501 -0.0323
O 0.0641 2.6503 0.1425
N 0.3154 -1.5931 2.0594
N 0.1694 -1.0693 -1.2977
C 0.2218 -1.3299 -3.7093
C -1.8709 3.7919 0.9663
C 0.2780 -1.2584 3.4297
C 0.2328 3.3645 2.4179
C 1.2028 -1.8502 4.3241
C 2.6521 -4.2958 1.0580
C 3.4829 -0.5921 -0.6436
C -2.6484 -2.4413 -0.9153
C 1.0686 -3.0580 -2.1206
C -3.4995 -1.0132 1.5204
C 1.2652 -3.9037 -3.1781
C -3.5277 0.2939 -1.0450
C -0.4139 3.3663 1.0550
C 0.7964 -2.8742 1.6949
C -0.6302 -0.3065 3.9437
C 0.2495 -0.5910 6.1789
C 0.3796 -5.1329 0.9366
C 0.4737 -1.8052 -2.3949
C 1.7525 -5.3222 0.7567
C -0.6913 -0.0334 5.3143
C 0.9644 -3.5061 -4.4828
C 3.1913 0.8826 1.8318
C 2.7976 2.1877 -0.6245
C 2.1761 -3.0586 1.5003
C 1.1861 -1.5039 5.6734
C -0.1160 -3.8971 1.3533
C 0.4431 -2.2281 -4.7251
H 4.2600 1.0626 1.6453
H 1.9257 -1.9422 6.3380
H 1.3164 -3.3090 -1.0846
H -1.1574 -0.6341 1.2720
H -1.3611 0.1502 3.2774
H -2.3365 3.6644 1.9484
H -2.3370 3.0785 0.2770
H 3.7211 -4.4284 0.9041
H 2.7339 1.7660 2.2976
H -3.0091 -1.7469 2.1827
H -1.9248 -3.1565 -0.4956
H 0.2345 -0.3446 7.2442
H 1.1549 3.9641 2.5385
H -3.6808 -2.8156 -0.8148
H 2.2924 2.2256 -1.5968
H 2.4546 3.0256 -0.0036
H 1.8890 -2.6075 3.9410
H -0.1395 -0.3160 -3.8777
H -1.1773 -3.7220 1.5559
H -3.5000 -0.0346 2.0336
H 0.3855 2.3113 2.7032
H 3.2449 -0.6050 -1.7136
H 2.8490 -2.2551 1.8175
H 4.5234 -0.2788 -0.4990
H -4.5874 -0.0049 -0.9519
H 3.8882 2.2406 -0.7693
H 1.1545 -4.2026 -5.3132
H 0.2385 -1.9366 -5.7412
H -3.3909 1.3324 -0.7073
H -2.3948 -2.2499 -1.9707
H 1.6884 -4.8709 -2.9675
H -3.1886 0.2014 -2.0887
H 3.3438 -1.5961 -0.2283
H -0.3183 -5.9349 0.6930
H -4.5286 -1.3157 1.2594
H 3.0552 0.0026 2.4728
H -2.0475 4.8069 0.5980
H -0.5125 3.7340 3.1319
H -1.4549 0.6439 5.7027
H 2.1306 -6.3126 0.4874
*
```

Atom-resolved charges from Löwdin, all expressed in e: 0.88, 0.71, 0.78, -0.08, -0.19, -0.21, -0.05, -0.02, -0.30, -0.03, -0.04, -0.09, -0.26, -0.24, -0.05, -0.27, -0.10, -0.25, -0.44, -0.33, -0.08, -0.13, -0.09, -0.43, -0.11, -0.11, -0.11, -0.26, -0.26, -0.09, -0.10, -0.04, -0.12, 0.05, 0.10, 0.08, -0.06, 0.06, 0.08, 0.06, 0.10, 0.03, 0.05, 0.03, 0.09, 0.09, 0.05, 0.05, 0.03, 0.10, 0.10, 0.10, 0.05, 0.07, 0.05, 0.10, 0.04, 0.05, 0.05, 0.10, 0.09, 0.02, 0.05, 0.10, 0.05, 0.01, 0.10, 0.05, 0.03, 0.09, 0.07, 0.10, 0.10